Record 1
# C29H23F2

2 unconnected molecules or ions with the total composition C29H23F2 in a non-equilibrium geometry (ωB97M-V/def2-TZVPD, OMol25).

```
54
Properties=species:S:1:pos:R:3:forces:R:3
F -3.414 0.716 -2.059 0.0 0.1 1.5
F 3.983 2.321 -1.655 -0.3 0.0 1.4
C 2.474 2.038 1.696 0.8 0.3 -0.5
C -4.719 0.447 -0.103 0.3 -0.1 0.4
C 5.000 2.562 0.468 -0.5 -0.1 0.4
C 0.002 -2.451 5.504 0.2 0.0 0.1
C -1.203 1.038 2.303 0.5 1.2 -0.7
C 1.196 -1.877 5.044 -0.1 -0.5 -0.1
C 1.186 -4.532 5.931 0.1 0.3 -0.2
C -2.536 -2.484 5.523 -0.2 -0.1 0.1
C -4.839 -4.084 5.435 0.1 0.3 -0.1
C -2.505 -3.805 6.008 0.0 0.2 -0.2
C -1.234 -4.387 6.575 0.0 -0.2 0.0
C 0.058 1.323 1.750 -0.1 -0.1 -0.3
C -4.789 0.476 1.291 -0.1 0.1 0.0
C -2.338 0.965 0.053 -0.4 -0.3 -0.1
C -3.489 0.710 -0.689 0.6 0.2 -0.7
C 3.645 2.305 2.461 -0.5 -0.1 0.1
C -2.380 0.893 1.478 -0.6 0.1 -0.4
C 2.356 -2.652 4.959 -0.2 0.1 0.2
C -4.891 -2.750 5.011 0.2 0.1 0.2
C 1.236 1.739 2.364 -0.5 -0.2 0.2
C -3.665 0.734 2.065 0.4 -0.2 0.1
C -1.276 -1.632 5.508 0.0 0.5 0.0
C 4.870 2.550 1.859 0.1 0.0 -0.1
C 3.857 2.318 -0.288 -0.3 -0.1 -0.9
C 0.014 -3.770 5.994 0.0 0.2 -0.2
C 2.347 -3.985 5.392 -0.1 0.3 0.0
C -3.756 -1.939 5.102 0.1 -0.5 -0.2
C 2.612 2.070 0.279 0.2 -0.1 0.1
C -3.656 -4.599 5.959 -0.1 0.3 -0.2
H 1.754 1.895 -0.362 0.3 0.1 -0.1
H -1.279 -1.006 6.421 0.0 -0.1 -0.2
H 3.263 -2.210 4.553 -0.1 -0.1 0.1
H 5.749 2.732 2.472 -0.2 0.0 -0.1
H 1.177 -5.567 6.288 0.0 0.4 -0.1
H -3.616 -5.634 6.314 0.0 0.4 -0.1
H -5.747 0.288 1.772 0.2 0.1 -0.1
H 3.245 -4.590 5.312 -0.1 0.1 0.0
H -3.800 -0.876 4.833 0.0 -0.5 0.0
H -1.283 -0.891 4.640 0.0 -1.1 0.9
H -1.346 1.073 3.379 0.0 -0.2 0.0
H -1.221 -5.472 6.393 0.0 0.3 0.0
H 0.103 1.253 0.671 0.1 -0.1 0.1
H 3.573 2.299 3.547 0.0 0.0 -0.2
H -5.590 0.231 -0.717 0.2 0.1 0.1
H -5.813 -2.334 4.611 0.1 -0.1 0.2
H 1.197 -0.822 4.738 0.0 -0.5 0.0
H -1.231 -4.286 7.674 0.0 0.1 -0.3
H 1.242 1.873 3.446 0.0 -0.1 -0.1
H -1.435 1.231 -0.481 -0.1 -0.2 -0.1
H 5.954 2.750 -0.010 -0.1 0.0 0.0
H -5.720 -4.714 5.362 0.1 0.1 0.0
H -3.770 0.836 3.143 0.1 -0.3 -0.1
```
Forces are in eV/Å.

* M: 409.50 g mol⁻¹
* total charge: +1
* max |F|: 1.5 eV/Å
* 2S+1: 1

Record 2
# C17H25N3O8

3 unconnected molecules or ions with the total composition C17H25N3O8 in a non-equilibrium geometry (ωB97M-V/def2-TZVPD, OMol25).

```
53
Properties=species:S:1:pos:R:3:forces:R:3
O -0.699 -0.338 2.098 1.6 -1.4 0.3
O 1.536 -1.231 1.910 0.4 2.1 1.3
O -3.715 1.198 -3.095 0.1 0.0 -0.4
O 0.075 3.529 0.390 -0.1 -0.2 -0.1
O 5.397 -0.352 3.608 -0.3 -3.7 3.0
O 7.553 -2.402 2.720 -4.9 0.3 -2.2
O 2.608 -3.962 1.617 3.8 3.5 0.2
O -2.924 -3.255 2.408 -0.8 1.1 0.2
N -3.114 1.772 -5.234 -0.7 -0.4 0.5
N -1.970 2.739 -0.292 0.5 0.9 0.2
N 5.058 -1.411 6.019 1.1 3.0 -5.9
C -3.358 3.026 -0.593 0.1 -0.1 -0.1
C 3.836 -1.893 2.448 1.9 0.7 0.2
C 6.120 -3.261 0.857 -3.0 -0.5 -0.5
C -2.559 -1.861 2.608 1.3 0.3 1.0
C 4.790 -3.663 0.549 2.4 2.1 1.6
C -3.445 1.764 -6.644 0.2 0.1 0.1
C 3.627 -3.208 1.560 -1.8 -2.6 -0.7
C 6.405 -2.401 2.179 2.9 0.1 0.9
C 0.686 -0.070 1.758 -0.1 0.7 -1.3
C -1.102 3.705 0.122 -0.4 -0.6 -0.2
C 5.253 -0.895 4.934 -0.6 -1.1 2.2
C -1.487 1.379 -0.436 0.3 0.1 0.2
C 5.174 -1.527 2.759 -2.6 -1.6 -1.7
C -3.935 1.223 -4.293 0.3 0.2 -0.4
C 2.532 -1.055 2.944 1.4 -1.6 0.4
C -1.870 2.384 -4.808 -0.1 -0.1 0.3
C -0.960 -1.753 2.284 -2.0 -1.0 0.4
H 2.837 0.031 3.135 -0.5 -1.5 -0.5
H -1.569 4.701 0.198 -0.1 0.0 0.0
H 1.015 0.852 2.351 -0.3 -1.5 -0.5
H -3.873 -3.370 2.654 1.2 0.2 -0.3
H -2.090 3.195 -4.109 0.2 0.0 0.0
H -3.499 2.795 -7.003 0.0 -0.1 -0.2
H 0.746 0.230 0.638 -0.2 -0.7 1.8
H -4.404 1.274 -6.819 0.1 0.0 0.1
H 4.557 -4.256 -0.397 0.1 0.8 1.7
H -0.761 -2.395 1.342 -0.1 1.1 1.5
H -3.582 4.084 -0.442 0.1 -0.1 0.1
H -1.260 1.636 -4.295 0.1 0.2 0.0
H -4.851 0.786 -4.722 0.0 0.0 -0.1
H -0.446 -2.198 3.225 -0.5 0.8 -1.8
H -2.664 1.228 -7.190 -0.1 0.1 -0.1
H -2.639 -1.620 3.743 -0.2 -0.1 -1.9
H -1.106 1.033 0.527 -0.2 0.0 -0.3
H -1.323 2.778 -5.666 -0.2 -0.1 0.1
H -0.670 1.366 -1.163 0.0 -0.1 0.0
H -2.289 0.720 -0.772 0.0 0.2 0.0
H -3.995 2.427 0.064 -0.1 0.1 -0.1
H -3.167 -1.119 1.981 0.9 -1.1 0.8
H -3.557 2.762 -1.634 -0.2 0.0 0.2
H 6.941 -3.586 0.111 -1.1 0.8 1.9
H 2.230 -1.531 3.961 0.2 0.8 -1.7
```
Forces are in eV/Å.

* M: 399.40 g mol⁻¹
* max |F|: 6.7 eV/Å
* ΔE to the lowest compared entry with this formula, charge and spin: 3.975 eV
* 2S+1: 1
* SMILES: N#COC1=C(COCOCCO)C(=O)C=CC1=O.CN(C)C=O.CN(C)C=O

Record 3
# C3H8N

A gas-phase ion, C3H8N (charge +1) in a non-equilibrium geometry (ωB97M-V/def2-TZVPD, OMol25).

```
12
Properties=species:S:1:pos:R:3:forces:R:3
N -0.041 -1.315 -0.271 -1.3 0.5 -0.1
C 1.033 0.612 0.863 0.1 1.1 -0.4
C -0.057 0.198 -0.058 0.0 -1.3 0.0
C -1.101 0.803 -0.589 0.8 0.5 0.5
H -1.094 1.887 -0.584 -0.5 -0.1 0.2
H -0.012 -1.802 0.626 0.6 -0.2 -0.1
H 0.664 -1.616 -0.946 0.4 -0.1 0.4
H 1.147 -0.088 1.689 0.2 -0.1 -0.1
H 1.977 0.874 0.378 0.1 -0.7 0.0
H -0.936 -1.577 -0.696 0.1 0.0 0.0
H 0.750 1.553 1.305 -0.3 0.3 0.3
H -1.947 0.243 -0.939 -0.1 0.1 -0.7
```
Forces are in eV/Å.

* M: 58.10 g mol⁻¹
* total charge: +1
* max |F|: 1.4 eV/Å
* ΔE to the lowest compared entry with this formula, charge and spin: 0.242 eV
* 2S+1: 1
* SMILES: C=C(C)[NH3+]

Record 4
# C16H23NO4

A single C16H23NO4 molecule (ωB97M-V/def2-TZVPD, OMol25).

```
44
Properties=species:S:1:pos:R:3:forces:R:3
O -2.086 3.291 -3.558 0.0 0.2 0.0
O 0.105 1.051 1.127 0.4 -0.1 -0.1
O -2.948 -0.509 1.598 -0.3 -0.2 0.3
O 2.687 -4.730 1.171 0.0 0.0 0.1
N -2.711 1.657 -1.314 -0.1 0.1 0.0
C 1.136 -2.450 1.557 0.3 -0.1 -0.1
C -1.204 1.080 1.648 -0.5 -0.2 0.2
C -1.564 2.553 -1.302 0.1 0.0 -0.3
C 0.794 -0.121 1.117 0.3 -0.1 -0.1
C 3.212 -3.650 0.999 0.4 -0.2 -0.2
C -1.075 2.759 -2.735 0.2 0.0 0.3
C 4.710 -3.529 0.809 0.0 -0.2 0.1
C 2.419 -2.399 1.012 -0.6 0.2 0.1
C 2.072 -0.062 0.554 -0.2 0.2 0.0
C -2.239 0.372 0.749 0.3 0.2 -0.3
C -3.208 2.442 -3.560 -0.4 -0.1 0.1
C -3.194 1.331 0.013 0.1 -0.2 0.0
C 0.327 -1.335 1.617 -0.2 0.3 0.0
C 5.354 -2.848 2.018 0.0 0.0 -0.1
C 2.873 -1.180 0.504 -0.1 -0.2 0.1
C -3.755 2.234 -2.148 0.1 0.0 -0.3
H -2.935 1.464 -3.985 -0.1 0.1 0.0
H 4.927 -2.966 -0.100 0.0 0.0 -0.1
H -3.585 -1.011 1.077 0.1 0.0 0.0
H -0.659 -1.419 2.046 -0.1 0.0 0.0
H -4.102 3.203 -1.748 0.0 0.0 0.0
H 4.957 -1.846 2.159 0.0 0.1 0.1
H -4.153 0.816 -0.111 0.0 0.0 0.0
H -1.832 3.533 -0.866 0.0 0.0 0.0
H -3.381 2.229 0.628 -0.1 0.0 0.0
H -0.763 2.110 -0.713 0.1 0.1 0.0
H 5.116 -4.536 0.696 -0.1 0.1 -0.1
H -0.736 1.793 -3.139 0.0 0.1 0.0
H 0.784 -3.396 1.941 0.0 -0.1 0.0
H 2.411 0.883 0.159 0.0 0.1 0.0
H -1.698 -0.202 -0.020 0.0 0.1 0.1
H -3.956 2.920 -4.195 0.0 -0.1 0.0
H 3.846 -1.099 0.047 0.1 0.0 0.0
H -4.602 1.546 -2.187 0.0 0.0 0.0
H -0.251 3.474 -2.760 0.0 -0.1 0.0
H 5.157 -3.425 2.919 0.0 0.0 0.1
H 6.430 -2.782 1.880 0.1 0.0 0.0
H -1.244 0.617 2.641 0.0 0.1 -0.1
H -1.438 2.141 1.753 0.0 -0.1 0.0
```
Forces are in eV/Å.

* M: 293.36 g mol⁻¹
* max |F|: 0.6 eV/Å
* ΔE to the lowest compared entry with this formula, charge and spin: 2.411 eV
* 2S+1: 1
* SMILES: CCC(=O)c1ccc(OC[C@@H](O)CN2CCOCC2)cc1

Record 5
# C42H51BF17N3O3PS3

4 unconnected molecules or ions with the total composition C42H51BF17N3O3PS3 in a non-equilibrium geometry (ωB97M-V/def2-TZVPD, OMol25).

```
121
Properties=species:S:1:pos:R:3:forces:R:3
S 1.777 1.693 1.524 -1.1 0.3 -0.3
S 1.429 1.105 -5.277 0.0 0.0 0.1
S 6.854 -1.105 -1.502 0.2 0.0 0.0
P 2.059 2.493 -4.071 -0.2 -0.5 -0.8
F 7.261 -0.268 5.794 0.0 0.0 0.0
F -3.515 0.136 1.151 0.1 0.0 0.0
F -0.580 2.409 -2.592 0.0 0.1 -0.1
F -4.908 2.961 -0.398 -0.3 0.1 -0.3
F -1.672 1.648 -0.241 0.1 0.1 0.1
F -2.637 4.550 -0.725 0.1 -0.1 0.1
F -1.550 9.152 2.517 0.0 0.0 0.0
F -3.029 1.289 -1.896 -0.1 -0.1 -0.1
F -4.359 -0.923 -0.984 0.4 -0.3 -0.2
F -5.397 1.168 1.516 0.0 0.0 0.0
F 2.871 1.538 2.621 0.2 -0.3 -0.1
F -1.726 -6.469 -3.149 0.1 0.0 0.0
F -5.689 0.683 -1.492 -0.3 0.4 -0.3
F -3.156 3.660 -2.640 0.0 0.0 0.1
F -6.201 -0.695 0.075 -0.5 -0.2 0.3
F -3.436 2.827 1.191 0.0 0.0 0.2
F -0.820 4.559 -2.971 0.1 -0.2 -0.1
O 1.257 3.008 1.687 0.3 -0.2 0.1
O 0.909 0.568 1.568 0.3 0.1 0.1
O 2.707 -1.699 1.214 0.0 0.2 -0.1
N 4.753 -0.590 1.905 0.0 0.2 -1.0
N 2.444 0.285 -2.590 0.0 0.2 0.5
N 4.790 0.607 -0.807 0.2 -0.8 -0.4
C 1.535 3.675 -1.069 0.0 -0.1 0.3
C 2.966 -1.923 -1.703 0.2 -0.4 -0.7
C -4.823 6.697 2.297 0.0 0.0 0.0
C -3.921 2.215 0.091 0.5 0.0 0.3
C 1.857 2.161 -1.148 -0.2 -0.2 0.3
C -5.318 -7.361 -4.911 0.0 0.0 0.0
C 0.047 3.984 -0.862 0.0 0.1 -0.3
C -5.249 -7.157 -3.540 0.0 0.0 -0.1
C -1.285 -4.084 1.792 0.1 0.3 0.2
C 3.457 0.233 -0.290 -0.2 0.7 0.5
C 5.451 1.068 5.126 0.0 0.0 0.0
C -2.377 3.524 -1.553 -0.1 -0.2 -0.6
C -0.889 3.609 -2.002 -0.1 0.4 0.5
C 5.687 -0.172 -1.090 -0.5 0.5 0.0
C -0.341 -3.609 -2.589 -0.5 0.2 0.1
C 4.520 2.049 5.432 0.1 0.0 0.2
C 2.586 1.753 -2.433 -0.2 0.7 0.2
C -2.629 8.347 2.446 -0.1 0.0 0.0
C -4.035 -6.858 -2.937 0.0 0.0 0.1
C -0.971 -3.579 0.390 -0.1 0.2 -0.2
C 5.439 2.238 7.645 0.0 0.0 -0.1
C -2.911 -6.766 -3.732 -0.1 0.0 0.0
C -0.116 -3.999 2.780 0.2 -0.2 -0.1
C -5.215 -0.037 -0.493 0.5 0.0 0.2
C -2.951 -6.960 -5.097 0.1 0.0 -0.1
C -4.490 0.851 0.576 -0.5 0.1 0.0
C 2.596 -0.502 -1.309 -0.2 -0.5 0.2
C -3.632 6.325 1.690 -0.1 0.1 0.1
C 0.507 -2.361 -2.365 0.0 0.1 -0.3
C -2.742 2.147 -0.908 0.0 -0.1 0.0
C 6.373 1.255 7.352 0.1 0.0 0.1
C 4.512 2.635 6.691 0.0 0.0 0.0
C 2.749 1.624 0.027 0.6 0.3 -0.4
C 1.177 -4.653 2.286 -0.1 0.2 -0.2
C -1.776 -3.430 -2.051 0.2 -0.2 0.1
C -4.170 -7.264 -5.685 0.0 0.0 0.0
C -2.012 -3.994 -0.647 -0.1 0.3 0.2
C -4.904 7.903 2.980 0.0 0.0 0.0
C 1.992 -2.521 -2.742 -0.2 0.2 0.2
C 6.359 0.690 6.094 0.0 0.0 0.0
C -3.800 8.739 3.061 0.0 0.1 0.0
C -2.523 7.154 1.760 0.1 -0.1 -0.1
B 3.652 -0.742 1.006 0.0 0.0 0.7
H 3.785 3.400 6.928 0.0 0.0 0.0
H -2.973 -3.602 -0.300 -0.1 -0.2 0.0
H 3.975 -1.964 -2.131 0.0 0.1 0.1
H 1.923 4.241 -1.918 0.0 -0.2 -0.1
H -2.080 -3.452 2.200 -0.2 -0.2 -0.1
H -5.832 8.198 3.451 0.0 0.0 0.0
H 5.377 -1.388 1.942 -0.1 0.0 0.6
H -4.221 -7.427 -6.753 0.0 0.0 0.0
H -5.687 6.048 2.238 0.0 0.0 0.0
H 2.965 -2.577 -0.837 0.0 0.2 0.2
H -3.567 5.385 1.169 0.0 -0.1 0.0
H 3.795 2.355 4.694 0.0 0.0 0.0
H 5.437 2.696 8.625 0.0 0.0 0.0
H 3.220 3.134 -4.514 0.1 0.2 0.2
H -0.068 5.063 -0.748 0.0 0.0 0.0
H 0.082 -2.949 3.019 0.0 0.0 0.1
H 0.024 -3.885 0.061 0.0 -0.2 0.1
H 1.644 -4.046 1.507 0.0 -0.1 0.0
H -3.839 9.681 3.592 0.0 0.0 0.0
H 0.907 1.627 -1.083 0.0 -0.1 -0.2
H 3.552 2.355 0.153 0.0 -0.1 0.2
H 2.239 -3.577 -2.856 0.0 0.0 0.0
H 1.906 -4.758 3.089 0.0 -0.1 0.1
H 1.148 3.521 -3.851 0.1 0.2 0.2
H 0.132 -4.460 -2.094 0.0 -0.1 -0.2
H -2.468 -3.913 -2.740 -0.1 0.1 0.0
H 2.045 4.088 -0.202 0.0 0.1 0.0
H -2.023 -2.363 -2.031 0.0 0.0 -0.1
H -2.106 -5.083 -0.676 0.1 0.0 0.0
H -2.045 -6.876 -5.681 0.0 0.0 0.0
H 1.601 -0.554 -0.865 0.0 0.2 0.0
H 0.969 -5.633 1.854 0.1 -0.1 0.1
H 2.154 -2.081 -3.732 0.1 -0.1 0.0
H 3.633 2.027 -2.299 0.1 -0.3 -0.2
H -1.584 6.889 1.292 0.0 0.0 0.0
H 7.100 0.926 8.082 0.0 0.0 0.0
H -6.266 -7.597 -5.375 0.0 0.0 0.0
H 5.476 0.595 4.158 0.0 -0.1 -0.1
H -0.413 -3.814 -3.658 0.3 -0.1 0.0
H -0.948 -2.481 0.428 0.1 0.0 0.0
H 0.376 -2.044 -1.329 0.1 -0.1 0.1
H 0.066 -1.567 -2.985 0.0 0.1 0.1
H 5.295 0.254 1.767 0.2 -0.1 0.0
H -1.673 -5.105 1.765 0.1 -0.1 -0.1
H 1.491 0.122 -2.948 0.1 -0.1 -0.3
H -6.142 -7.230 -2.935 0.0 0.0 0.0
H 3.064 -0.064 -3.324 0.0 0.0 0.0
H -0.414 -4.494 3.706 -0.1 0.1 0.1
H -3.956 -6.702 -1.869 0.0 0.0 0.0
H -0.318 3.545 0.061 0.1 -0.1 0.1
H 2.680 -1.979 2.138 0.1 -0.2 -0.1
```
Forces are in eV/Å.

* M: 1106.84 g mol⁻¹
* total charge: +1
* max |F|: 1.2 eV/Å
* 2S+1: 1

Record 6
# C30H32I2N9O2S3Ti

A molecular structure, C30H32I2N9O2S3Ti (ωB97M-V/def2-TZVPD, OMol25).

```
79
Properties=species:S:1:pos:R:3:forces:R:3
I -2.294 2.795 -2.417 0.1 -0.1 0.0
I -1.750 -0.603 1.808 0.0 0.0 0.0
Ti -0.520 0.604 -0.170 0.2 -0.3 0.3
S -3.807 5.399 0.859 0.1 0.0 0.1
S 4.677 -2.196 0.168 0.1 0.2 0.0
S -0.299 -2.592 -3.515 0.0 0.1 0.0
O 0.718 1.662 -1.342 0.2 0.0 0.2
O 1.491 3.263 -2.592 0.0 0.1 0.0
N 2.390 1.175 -2.808 0.1 -0.1 -0.1
N 1.233 -5.052 2.209 0.0 0.0 0.1
N 1.647 -5.716 -0.093 0.1 -0.1 -0.1
N 0.742 -3.506 0.393 0.1 0.1 0.0
N 2.485 -0.156 -2.397 0.0 0.0 0.1
N -0.630 -5.490 0.713 -0.1 -0.1 0.0
N 1.316 0.545 1.144 -0.2 0.0 -0.2
N -0.368 -0.934 -1.300 -0.1 0.2 -0.1
N -0.546 2.466 1.167 -0.1 0.1 0.0
C 3.495 0.554 2.837 0.0 -0.1 -0.1
C 5.172 -2.050 2.665 -0.1 0.0 0.0
C -1.508 4.460 2.133 0.1 0.0 0.1
C 0.278 -6.234 -0.161 0.0 0.0 0.0
C -3.933 7.273 2.579 0.0 0.1 0.0
C 2.101 -5.802 1.297 0.0 0.0 0.0
C -4.577 6.785 1.484 0.0 0.0 0.0
C 2.569 2.597 3.941 0.0 0.1 0.1
C -0.128 -5.585 2.084 0.0 0.0 0.0
C -1.466 3.411 1.195 0.0 -0.1 -0.1
C 1.618 -4.306 -0.475 0.0 0.0 0.0
C -0.503 4.501 3.079 -0.1 0.0 -0.1
C 2.521 1.553 2.961 -0.2 -0.1 -0.1
C -2.335 1.257 -0.914 -0.4 0.4 -0.2
C -0.362 -1.635 -2.260 0.1 -0.2 0.1
C 5.888 -3.220 0.804 -0.1 0.0 0.0
C 2.228 -0.402 1.053 -0.1 0.0 0.0
C 1.215 -3.658 1.775 0.0 0.0 0.0
C -2.583 5.451 2.077 -0.1 0.1 0.0
C 1.597 3.532 3.999 0.1 0.0 0.1
C 3.368 -0.434 1.877 0.0 0.1 0.1
C 6.039 -3.044 2.143 0.0 0.0 0.0
C -2.792 6.510 2.920 0.0 -0.1 0.0
C 1.442 1.516 2.069 0.3 -0.2 0.0
C 2.379 3.758 -3.606 0.0 0.0 0.0
C 1.519 2.005 -2.219 -0.1 0.0 -0.2
C 4.369 -1.488 1.713 0.1 -0.2 0.0
C 0.435 2.520 2.100 0.0 0.3 0.2
C 0.501 3.528 3.072 0.0 -0.1 -0.2
C -0.610 -4.085 0.314 0.0 0.0 0.0
H 2.172 4.819 -3.671 0.0 0.0 0.0
H 2.059 -0.775 -3.080 0.0 0.0 0.0
H 0.280 -7.284 0.134 0.0 0.0 0.0
H -3.059 1.602 -0.181 0.0 -0.1 0.1
H -1.279 -3.524 0.968 0.0 0.0 0.0
H 1.629 4.315 4.745 0.0 0.0 0.0
H -0.971 -4.000 -0.713 0.0 0.0 0.0
H 2.032 -1.187 0.330 0.0 0.0 0.0
H 2.904 1.487 -3.618 0.0 0.0 0.1
H 6.416 -3.906 0.161 0.0 0.0 0.0
H 6.740 -3.606 2.741 0.0 0.0 0.0
H 5.129 -1.786 3.713 0.0 0.0 0.0
H 4.359 0.571 3.491 0.0 0.0 0.0
H -2.223 3.367 0.425 0.0 0.0 0.0
H 2.158 3.292 -4.567 0.0 0.0 0.0
H 3.397 2.615 4.639 0.0 0.0 0.0
H -2.759 0.388 -1.418 0.0 0.0 0.1
H -0.791 -5.025 2.747 0.0 0.0 0.0
H 3.115 -5.401 1.366 0.0 0.0 0.0
H 2.230 -3.254 1.852 0.0 0.0 0.0
H -0.473 5.282 3.828 0.0 0.0 0.0
H -0.080 -6.161 -1.190 0.0 0.0 0.0
H 2.118 -6.849 1.601 0.0 0.0 0.0
H 0.558 -3.086 2.436 0.0 0.0 0.0
H 1.263 -4.224 -1.505 0.0 0.0 0.0
H 3.419 3.602 -3.317 0.0 0.0 0.0
H -2.157 6.745 3.763 0.0 0.0 0.0
H -0.129 -6.632 2.392 0.0 0.0 0.0
H -5.467 7.169 1.012 0.0 0.0 0.0
H 2.632 -3.909 -0.417 0.0 0.0 0.0
H 3.460 -0.399 -2.269 0.0 0.0 0.0
H -4.261 8.145 3.123 0.0 0.0 0.0
```
Forces are in eV/Å.

* M: 948.52 g mol⁻¹
* total charge: +1
* max |F|: 0.6 eV/Å
* 2S+1: 1

Number 1: E_HOMO -0.3980 hartree. Number 2: E_HOMO -0.3247 hartree. Number 3: E_HOMO -0.5612 hartree. Number 4: E_HOMO -0.3229 hartree. Number 5: E_HOMO -0.3943 hartree. Number 6: E_HOMO -0.3756 hartree.